Arrangement P

{"formula": "C5H12S2", "method": "ωB97M-V/def2-TZVPD", "smiles": "CCCSSCC", "homo_energy_ev": -8.32, "gap_ev": 9.16, "lumo_energy_ev": 0.8, "symbols": ["C", "C", "C", "S", "S", "C", "C", "H", "H", "H", "H", "H", "H", "H", "H", "H", "H", "H", "H"], "positions_angstrom": [[-2.53713, 1.32381, -1.10405], [-2.84459, -0.15628, -0.71488], [-1.50233, -0.84730, -0.38045], [-0.57482, -0.13928, 0.96681], [1.15282, -1.21872, 0.98927], [2.51378, 0.01076, 0.43920], [3.70116, -0.11229, 1.42104], [-1.50337, 1.60207, -0.84374], [-3.08709, 2.10408, -0.57085], [-2.62507, 1.42213, -2.18838], [-3.24424, -0.55612, -1.65378], [-3.56224, -0.39127, 0.05899], [-1.77925, -1.85985, -0.04423], [-0.82295, -1.12805, -1.18962], [2.78827, -0.54987, -0.44868], [2.08170, 0.98389, 0.31365], [4.45565, 0.65901, 1.26498], [3.99502, -1.13253, 1.21855], [3.39470, -0.01421, 2.46615]]}

Arrangement Q

{"formula": "C5H12S2", "method": "ωB97M-V/def2-TZVPD", "smiles": "CCCSSCC", "homo_energy_ev": -8.64, "gap_ev": 9.52, "lumo_energy_ev": 0.9, "symbols": ["C", "C", "C", "S", "S", "C", "C", "H", "H", "H", "H", "H", "H", "H", "H", "H", "H", "H", "H"], "positions_angstrom": [[-0.70297, 0.25813, -2.93938], [0.70384, 0.73282, -2.57215], [1.27766, 0.26866, -1.23169], [0.33472, -1.08425, -0.41161], [0.86756, -1.01761, 1.55413], [-0.52310, -0.11352, 2.30425], [-0.58309, -0.65582, 3.77266], [-0.83595, 0.47707, -4.00021], [-0.88409, -0.80493, -2.80688], [-1.50080, 0.78247, -2.40958], [1.34957, 0.34155, -3.36015], [0.73295, 1.81582, -2.47548], [1.22244, 1.07812, -0.50674], [2.25643, -0.18754, -1.34960], [-1.50900, -0.31857, 1.89075], [-0.40090, 0.96683, 2.25349], [-0.61779, -1.74504, 3.68949], [0.31625, -0.47008, 4.35355], [-1.50373, -0.32410, 4.24515]]}

arrangement Q is the most stable structure shown above.